{
  "formula": "C2H9N3OS",
  "method": "ωB97M-V/def2-TZVPD",
  "species": ["C", "N", "C", "H", "H", "H", "H", "H", "N", "N", "S", "O", "H", "H", "H", "H"],
  "xyz": [[0.128, -0.347, -1.913], [0.262, -0.985, -0.828], [1.565, -1.390, -0.450], [-0.772, 0.061, -2.055], [0.746, -0.168, -2.744], [1.492, -2.198, 0.239], [2.337, -1.769, -1.307], [2.011, -0.609, 0.009], [-0.423, 2.209, 0.701], [-1.551, 1.542, 1.205], [-1.056, 0.194, 2.077], [-1.621, -1.139, 1.316], [0.206, 2.409, 1.446], [-0.063, 1.659, -0.050], [-2.266, 2.083, 1.674], [-0.995, -1.553, 0.679]],
  "nbo_charge": [-0.033, -0.413, -0.435, 0.162, 0.155, 0.201, 0.168, 0.207, -0.666, -0.654, 0.606, -0.880, 0.340, 0.355, 0.382, 0.506],
  "smiles": "C=NC.NNSO",
  "energy_ha": -719.167436,
  "fmax_ev_per_a": 4.90,
  "lumo_energy_ev": 0.69,
  "relative_energy_kcal_mol": 29.42,
  "orbital_gap_ev": 8.78,
  "charge": 0
}



{
  "formula": "C2H9N3OS",
  "method": "ωB97M-V/def2-TZVPD",
  "species": ["C", "C", "N", "N", "N", "O", "S", "H", "H", "H", "H", "H", "H", "H", "H", "H"],
  "xyz": [[1.425, -0.986, -1.469], [0.116, -1.569, 0.417], [-2.084, 1.709, 0.843], [-1.028, 2.174, 0.034], [0.175, -0.887, -0.793], [0.630, 0.954, 1.586], [0.535, 1.501, 0.200], [2.345, -1.419, -0.837], [1.227, -1.829, -2.208], [1.718, -0.023, -1.852], [0.620, -0.834, 1.222], [-0.904, -1.932, 0.534], [0.627, -2.502, 0.374], [-1.783, 0.858, 1.232], [-2.383, 2.528, 1.602], [-1.236, 2.258, -0.886]],
  "nbo_charge": [-0.472, -0.512, -0.654, -0.639, -0.350, -0.885, 1.165, 0.162, 0.217, 0.206, 0.268, 0.201, 0.188, 0.369, 0.366, 0.368],
  "energy_ha": -719.104079,
  "fmax_ev_per_a": 4.22,
  "lumo_energy_ev": [-0.28, 0.12],
  "relative_energy_kcal_mol": 69.17,
  "orbital_gap_ev": [8.34, 7.94],
  "charge": 0
}



{
  "formula": "C2H9N4",
  "method": "ωB97M-V/def2-TZVPD",
  "species": ["C", "N", "H", "H", "H", "N", "C", "N", "N", "H", "H", "H", "H", "H", "H"],
  "xyz": [[-0.017, -2.892, 0.597], [0.457, -1.997, 1.360], [-0.760, -2.665, -0.168], [0.217, -3.958, 0.768], [1.257, -2.324, 1.934], [-0.367, 2.446, -0.940], [-0.152, 1.202, -0.471], [0.259, 0.279, -1.362], [-0.238, 0.943, 0.835], [-0.281, 3.187, -0.264], [-0.031, 2.553, -1.887], [0.376, 0.571, -2.318], [0.450, -0.676, -1.117], [-0.738, 1.593, 1.429], [-0.051, -0.006, 1.163]],
  "nbo_charge": [0.048, -0.189, 0.295, 0.346, 0.476, -0.723, 0.679, -0.750, -0.735, 0.440, 0.428, 0.442, 0.399, 0.454, 0.390],
  "energy_ha": -299.877035,
  "spin_multiplicity": 2,
  "fmax_ev_per_a": 4.58,
  "lumo_energy_ev": [-10.19, -14.62],
  "relative_energy_kcal_mol": 29.18,
  "orbital_gap_ev": [9.01, 4.56],
  "charge": 2
}



{
  "formula": "C2H9N6",
  "method": "ωB97M-V/def2-TZVPD",
  "species": ["N", "C", "N", "N", "N", "N", "N", "C", "H", "H", "H", "H", "H", "H", "H", "H", "H"],
  "xyz": [[2.641, -0.055, -0.155], [1.355, -0.129, -0.061], [0.663, -1.079, -0.582], [-0.683, -0.892, -0.436], [-1.314, -1.953, 0.425], [-0.945, 0.468, 0.199], [-1.765, 1.178, -0.616], [0.391, 0.969, 0.517], [3.233, 0.524, 0.420], [3.198, -0.863, -0.600], [-1.062, -0.757, -1.390], [-0.800, -1.897, 1.318], [-2.190, -1.854, 0.792], [-1.286, 1.862, -1.258], [-2.480, 1.572, -0.054], [0.407, 1.017, 1.636], [0.637, 1.891, -0.155]],
  "nbo_charge": [-0.749, 0.462, -0.377, 0.041, -0.594, -0.136, -0.661, -0.334, 0.430, 0.444, 0.450, 0.366, 0.387, 0.364, 0.397, 0.267, 0.242],
  "smiles": "NC1=N[N@@H+](N)N(N)C1",
  "energy_ha": -409.754467,
  "fmax_ev_per_a": 5.22,
  "lumo_energy_ev": -2.90,
  "relative_energy_kcal_mol": 48.70,
  "orbital_gap_ev": 11.50,
  "charge": 1
}